(1)
# C26H53NO6

A 4-piece molecular cluster, C26H53NO6 overall at a distorted geometry (ωB97M-V with the def2-TZVPD basis set, the OMol25 dataset).

Structure (XYZ):
```
86
Properties=species:S:1:pos:R:3:lowdin_charge:R:1
C 8.4195 -1.8050 -0.2694 -0.14
O 7.4928 -0.7511 0.0659 -0.24
C 6.5286 -0.5364 -1.0100 -0.21
C 6.4267 1.0487 -1.2428 -0.17
C 5.1879 1.7428 -0.4895 -0.20
C 3.7516 1.1139 -0.9352 -0.20
C 2.6270 2.0203 -0.2222 -0.22
C 1.2857 2.2260 -1.0803 -0.21
C 0.0553 1.3746 -0.4187 -0.21
C -0.9387 1.0222 -1.6498 -0.22
C -2.4919 1.0246 -1.2593 -0.21
C -2.8774 0.0639 -0.0249 -0.20
C -3.4848 -1.3581 -0.4491 -0.18
C -2.4867 -2.2997 -1.2773 -0.19
N -1.9195 -3.4498 -0.4657 0.03
C -0.7254 -3.8719 -1.2480 -0.46
O -0.7974 -4.5908 -2.2704 0.08
O 0.5360 -3.4183 -0.7427 0.04
H 8.8692 -1.7133 -1.3191 0.09
H 9.3089 -1.8448 0.4668 0.10
H 7.9196 -2.8480 -0.2304 0.10
H 6.9341 -1.0113 -1.9837 0.12
H 5.5101 -1.0180 -0.7986 0.12
H 6.4369 1.3350 -2.3589 0.11
H 7.3799 1.5135 -0.7799 0.12
H 5.2652 1.6595 0.6571 0.10
H 5.1632 2.8518 -0.8131 0.12
H 3.6669 0.0327 -0.5348 0.10
H 3.6433 1.1129 -2.0783 0.11
H 2.4152 1.5767 0.8086 0.11
H 3.0903 3.0669 -0.0627 0.11
H 0.9410 3.3276 -1.0097 0.11
H 1.4038 1.9475 -2.1941 0.11
H -0.4825 2.0572 0.3286 0.12
H 0.4842 0.4286 0.0893 0.10
H -0.5537 0.0493 -2.1060 0.09
H -0.7720 1.8372 -2.4531 0.11
H -2.7677 2.0947 -0.9205 0.11
H -3.1534 0.8149 -2.1782 0.12
H -3.7226 0.6131 0.5439 0.10
H -2.0190 -0.0165 0.7472 0.11
H -4.4708 -1.2605 -1.0117 0.10
H -3.7181 -1.9160 0.5365 0.11
H -1.5978 -1.7638 -1.7528 0.10
H -3.0877 -2.7554 -2.1537 0.13
H -1.5911 -3.1017 0.4529 0.12
H 0.4585 -2.4472 -0.6018 0.10
C -4.7132 -5.8477 -0.9203 -0.18
C -5.9797 -6.6669 -1.0367 -0.18
C -6.5714 -6.5322 0.3528 -0.21
O -6.1657 -5.2515 0.8536 -0.14
C -5.1520 -4.7186 -0.0099 -0.22
H -4.3269 -5.4965 -1.8786 0.11
H -3.9317 -6.4391 -0.4323 0.12
H -6.6495 -6.2116 -1.7738 0.11
H -5.8071 -7.7046 -1.3276 0.11
H -6.1760 -7.2974 1.0294 0.12
H -7.6621 -6.5976 0.3526 0.12
H -5.5980 -3.8973 -0.5828 0.11
H -4.3311 -4.3198 0.5890 0.10
C -7.5115 1.9761 -0.5867 -0.17
C -7.3098 3.3261 0.0645 -0.18
C -5.8676 3.2420 0.5241 -0.20
O -5.1855 2.3864 -0.4036 -0.17
C -6.1595 1.7296 -1.2263 -0.20
H -8.3328 1.9527 -1.3049 0.12
H -7.7057 1.2193 0.1806 0.12
H -7.4180 4.1185 -0.6835 0.12
H -8.0057 3.5296 0.8800 0.12
H -5.7927 2.7867 1.5176 0.12
H -5.3784 4.2184 0.5509 0.12
H -6.1068 2.1731 -2.2265 0.12
H -5.9189 0.6667 -1.3036 0.10
C 7.2958 3.3711 3.5725 -0.18
C 6.6778 4.6165 4.1686 -0.18
C 5.4045 4.7558 3.3571 -0.21
O 5.0009 3.4303 2.9882 -0.15
C 6.0740 2.5243 3.2775 -0.21
H 8.0087 2.8746 4.2330 0.11
H 7.8109 3.6222 2.6393 0.12
H 6.4328 4.4416 5.2214 0.12
H 7.3194 5.4975 4.1095 0.11
H 5.5798 5.3217 2.4358 0.12
H 4.6016 5.2416 3.9166 0.12
H 5.7833 1.9294 4.1503 0.12
H 6.2245 1.8507 2.4316 0.10
```

energy relative to the best compared isomer or geometry (same formula, charge and spin): 312.0 kJ/mol
orbital gap: 0.3597 hartree
LUMO energy: 0.521 eV
HOMO energy: -9.27 eV
SMILES string: COCCCCCCCCCCCCNC(=O)O.C1CCOC1.C1CCOC1.C1CCOC1

(2)
# C29H26BrN8O7Ru

C29H26BrN8O7Ru as an isolated structure at a distorted geometry (ωB97M-V with the def2-TZVPD basis set, the OMol25 dataset).

Structure (XYZ):
```
72
Properties=species:S:1:pos:R:3:mulliken_spin:R:1
Ru 0.4031 -0.3600 -0.1858 0.93
Br -2.5961 5.3062 -3.5926 0.00
C -2.1097 4.0383 -2.3087 0.00
C -2.2178 4.3439 -0.9592 0.00
C -1.7738 3.4401 -0.0128 0.00
C -1.1914 2.2444 -0.4106 -0.01
C -1.2015 1.9034 -1.7544 0.01
C -1.6404 2.7971 -2.7118 0.00
N -0.5650 1.3479 0.5035 -0.01
C -0.2819 1.6325 1.7057 -0.01
C 0.2174 0.5382 2.5301 0.02
C 0.5317 0.6842 3.8617 0.00
C 1.0088 -0.4158 4.5661 0.00
C 1.1517 -1.6243 3.9129 0.00
C 0.8183 -1.7016 2.5697 0.00
N 0.3536 -0.6510 1.8998 -0.03
H -2.6324 5.2947 -0.6550 0.00
H -1.8667 3.6879 1.0376 0.00
H -0.8136 0.9396 -2.0740 -0.01
H -1.6016 2.5500 -3.7633 0.00
H -0.3438 2.6455 2.0942 0.00
H 0.4008 1.6470 4.3383 0.00
H 1.2677 -0.3273 5.6129 0.00
H 1.5293 -2.4991 4.4224 0.00
H 0.9373 -2.6223 2.0191 0.00
N -1.3755 -1.2923 -0.1446 -0.03
C -2.4690 -1.6816 -0.1191 0.05
N -3.6750 -2.1280 -0.0875 0.02
C -4.2540 -2.7398 1.1349 0.00
C -5.4809 -1.9481 1.5589 0.00
C -6.4832 -1.8497 0.4061 0.00
C -5.8351 -1.2443 -0.8425 0.00
C -4.5944 -2.0246 -1.2494 0.00
H -3.4945 -2.7670 1.9137 0.00
H -4.5347 -3.7633 0.8792 0.00
H -5.1770 -0.9479 1.8802 0.00
H -5.9344 -2.4497 2.4147 0.00
H -7.3303 -1.2364 0.7095 0.00
H -6.8677 -2.8466 0.1710 0.00
H -5.5674 -0.2003 -0.6591 0.00
H -6.5357 -1.2659 -1.6778 0.00
H -4.0703 -1.5520 -2.0772 0.00
H -4.8660 -3.0410 -1.5409 0.00
O 7.8688 2.1803 -0.1244 0.00
N 7.0200 2.9206 -0.5682 0.00
O 7.1998 4.0099 -1.0604 0.00
C 5.6253 2.4409 -0.5074 0.01
C 4.6139 3.2157 -1.0448 0.00
C 3.3238 2.7482 -1.0185 0.00
C 2.9797 1.4530 -0.5496 0.00
O 1.8149 0.9288 -0.8102 0.02
C 4.0409 0.7897 0.1238 0.01
C 5.3470 1.2613 0.1203 0.00
N 3.8057 -0.4225 0.8824 0.00
O 2.6762 -0.9224 0.8496 0.02
O 4.6964 -0.8921 1.5400 0.00
N 2.2820 3.7082 -1.4287 0.00
O 2.6177 4.6352 -2.1241 0.00
O 1.1637 3.5397 -0.9819 0.00
H 4.8348 4.1919 -1.4545 0.00
H 6.1328 0.6975 0.6027 0.00
C 2.7184 -4.2184 -1.9778 0.00
C 1.7357 -4.3914 -1.0127 0.00
C 1.0092 -3.2969 -0.5994 0.00
N 1.2060 -2.0705 -1.1079 0.00
C 2.1353 -1.9108 -2.0652 0.01
C 2.9110 -2.9568 -2.5185 0.00
H 3.3229 -5.0556 -2.3008 0.00
H 1.5383 -5.3622 -0.5804 0.00
H 0.2395 -3.3888 0.1537 0.00
H 2.2454 -0.9145 -2.4721 0.00
H 3.6560 -2.7792 -3.2813 0.00
```

energy relative to the best compared isomer or geometry (same formula, charge and spin): 195.1 kJ/mol
total charge: +2
orbital gap (spin up / spin down): 0.2362 / 0.2228 hartree
LUMO energy (spin up / spin down): -7.219 / -7.586 eV
HOMO energy (spin up / spin down): -13.65 / -13.65 eV
spin multiplicity: 2

(3)
# C29H26FFeN2O3PS

C29H26FFeN2O3PS as an isolated structure (ωB97M-V with the def2-TZVPD basis set, the OMol25 dataset).

Structure (XYZ):
```
64
Properties=species:S:1:pos:R:3:nbo_charge:R:1
Fe -0.7946 0.7077 -0.9569 1.28
O -0.9462 2.4977 0.5345 -1.01
S -2.3397 2.0961 0.8287 1.77
O -2.0448 0.5264 1.5739 -0.75
O -2.8956 1.5454 -0.4350 -1.02
C -1.1715 0.5072 2.6365 0.30
C -1.6669 0.7280 3.9160 -0.25
C -0.8105 0.6915 5.0032 -0.18
C 0.5430 0.4330 4.8189 -0.23
C 1.0299 0.2116 3.5406 -0.17
C 0.1854 0.2485 2.4318 -0.39
P 0.7898 -0.0246 0.7263 0.87
C 1.1243 -1.8119 0.6670 -0.37
C 1.7693 -2.3476 -0.4515 -0.21
C 1.8863 -3.7203 -0.6137 -0.20
C 1.3274 -4.5810 0.3211 -0.21
C 0.6541 -4.0592 1.4161 -0.22
C 0.5527 -2.6846 1.5897 -0.14
C 2.3915 0.8473 0.7892 -0.36
C 3.6229 0.2736 0.4912 -0.21
C 4.7782 1.0483 0.4909 -0.21
C 4.7123 2.3995 0.7897 -0.21
C 3.4832 2.9809 1.0784 -0.21
C 2.3289 2.2152 1.0690 -0.15
H -2.7258 0.9153 4.0394 0.23
H -1.1981 0.8706 5.9982 0.22
H 1.2144 0.4048 5.6674 0.22
H 2.0856 0.0145 3.3948 0.22
H 2.1600 -1.6902 -1.2196 0.22
H 2.4034 -4.1169 -1.4786 0.22
H 1.4092 -5.6529 0.1915 0.21
H 0.1994 -4.7230 2.1407 0.21
H 0.0273 -2.2934 2.4518 0.22
H 3.6999 -0.7845 0.2830 0.22
H 5.7293 0.5903 0.2507 0.21
H 5.6142 2.9985 0.8022 0.21
H 3.4221 4.0378 1.3053 0.22
H 1.3682 2.6789 1.2635 0.24
C -4.7930 -3.1664 -0.8624 -0.40
N -3.4619 -2.6311 -1.0851 -0.33
C -2.4439 -3.2341 -1.7889 -0.09
C -1.4140 -2.3481 -1.7870 -0.07
N -1.7817 -1.2177 -1.0934 -0.59
C -3.0203 -1.4200 -0.6967 0.21
H -4.7257 -4.2227 -0.6129 0.21
H -5.4125 -3.0461 -1.7501 0.21
H -5.2540 -2.6359 -0.0336 0.22
H -2.5447 -4.2185 -2.2115 0.22
H -0.4296 -2.4538 -2.2108 0.23
H -3.6107 -0.7262 -0.1226 0.24
F -1.8567 5.4188 -3.8209 -0.34
C -1.2367 4.2574 -3.5004 0.36
C -0.0885 4.3002 -2.7334 -0.26
C 0.5481 3.1174 -2.4085 -0.21
C 0.0599 1.8673 -2.8453 -0.11
C 0.6926 0.6154 -2.4253 -0.87
C -1.1164 1.8819 -3.6207 -0.24
C -1.7633 3.0667 -3.9461 -0.26
H 0.2941 5.2551 -2.3965 0.23
H 1.4398 3.1412 -1.7910 0.22
H 1.7122 0.6805 -2.0636 0.21
H 0.4772 -0.2694 -3.0204 0.21
H -1.5220 0.9405 -3.9778 0.21
H -2.6671 3.0694 -4.5410 0.23
```

energy relative to the best compared isomer or geometry (same formula, charge and spin): 48.6 kJ/mol
orbital gap (spin up / spin down): 0.2389 / 0.2801 hartree
LUMO energy (spin up / spin down): 0.487 / 0.486 eV
HOMO energy (spin up / spin down): -6.01 / -7.14 eV
spin multiplicity: 5